1.
The following is a DFT calculation (wB97M-V/def2-TZVPD) of one molecule with the formula C23H27F3N4O3S.

Each atom is followed by the atoms it is bonded to, with distances in Å.
Atoms and positions in Å:
1 C -5.60 -0.73 -1.84  C2 1.527, H35 1.087, H36 1.086, H37 1.087
2 C -4.56 0.24 -1.29  C1 1.527, N3 1.445, H38 1.093, H39 1.095
3 N -4.15 -0.04 0.07  C2 1.445, C4 1.454, S6 1.670
4 C -5.13 0.08 1.14  N3 1.454, C5 1.524, H40 1.092, H41 1.095
5 C -4.57 0.91 2.29  C4 1.524, H42 1.086, H43 1.087, H44 1.088
6 S -3.02 -1.26 0.21  N3 1.670, O7 1.436, O8 1.438, C9 1.788
7 O -2.84 -1.54 1.61  S6 1.436
8 O -3.32 -2.38 -0.65  S6 1.438
9 C -1.56 -0.45 -0.41  S6 1.788, C10 1.392, C14 1.375
10 C -0.87 -0.99 -1.49  C9 1.392, C11 1.380, H45 1.078
11 C 0.29 -0.42 -1.96  C10 1.380, C12 1.387, H46 1.078
12 C 0.75 0.71 -1.29  C11 1.387, C13 1.418, N32 1.372
13 C 0.05 1.26 -0.19  C12 1.418, C14 1.389, N15 1.368
14 C -1.13 0.68 0.25  C9 1.375, C13 1.389, H47 1.076
15 N 0.76 2.32 0.30  C13 1.368, C16 1.307
16 C 1.83 2.41 -0.44  N15 1.307, C17 1.491, N32 1.369
17 C 2.95 3.34 -0.12  C16 1.491, C18 1.547, H48 1.091, H49 1.089
18 C 3.48 3.02 1.30  C17 1.547, C19 1.521, H50 1.090, H51 1.088
19 C 3.65 1.51 1.38  C18 1.521, O20 1.211, N21 1.365
20 O 4.60 0.94 0.91  C19 1.211
21 N 2.58 0.89 1.96  C19 1.365, C22 1.396, H52 1.013
22 C 2.14 -0.42 1.77  N21 1.396, C23 1.396, C31 1.390
23 C 0.88 -0.76 2.25  C22 1.396, C24 1.380, H53 1.080
24 C 0.33 -2.00 1.99  C23 1.380, C25 1.386, H54 1.078
25 C 1.04 -2.93 1.25  C24 1.386, C26 1.387, H55 1.078
26 C 2.31 -2.60 0.80  C25 1.387, C27 1.501, C31 1.388
27 C 3.08 -3.56 -0.07  C26 1.501, F28 1.341, F29 1.355, F30 1.339
28 F 4.39 -3.58 0.21  C27 1.341
29 F 2.99 -3.22 -1.37  C27 1.355
30 F 2.65 -4.82 0.01  C27 1.339
31 C 2.88 -1.36 1.05  C22 1.390, C26 1.388, H56 1.078
32 N 1.87 1.48 -1.45  C12 1.372, C16 1.369, C33 1.444
33 C 2.84 1.31 -2.50  N32 1.444, C34 1.526, H57 1.094, H58 1.093
34 C 3.87 0.23 -2.17  C33 1.526, H59 1.087, H60 1.086, H61 1.087
35 H -6.53 -0.67 -1.27  C1 1.087
36 H -5.22 -1.74 -1.79  C1 1.086
37 H -5.82 -0.48 -2.88  C1 1.087
38 H -3.65 0.18 -1.89  C2 1.093
39 H -4.93 1.27 -1.33  C2 1.095
40 H -6.02 0.56 0.73  C4 1.092
41 H -5.41 -0.92 1.50  C4 1.095
42 H -3.72 0.39 2.72  C5 1.086
43 H -5.33 1.04 3.05  C5 1.087
44 H -4.26 1.89 1.92  C5 1.088
45 H -1.28 -1.89 -1.94  C10 1.078
46 H 0.83 -0.85 -2.79  C11 1.078
47 H -1.69 1.07 1.09  C14 1.076
48 H 2.60 4.37 -0.15  C17 1.091
49 H 3.76 3.22 -0.83  C17 1.089
50 H 4.45 3.51 1.44  C18 1.090
51 H 2.78 3.39 2.05  C18 1.088
52 H 1.85 1.50 2.32  N21 1.013
53 H 0.31 -0.03 2.81  C23 1.080
54 H -0.66 -2.24 2.34  C24 1.078
55 H 0.62 -3.90 1.02  C25 1.078
56 H 3.86 -1.12 0.70  C31 1.078
57 H 2.30 1.04 -3.41  C33 1.094
58 H 3.34 2.26 -2.68  C33 1.093
59 H 3.38 -0.73 -2.03  C34 1.087
60 H 4.58 0.14 -2.99  C34 1.086
61 H 4.42 0.48 -1.26  C34 1.087

## Properties
**Strongest force on any atom**: 1.142 eV/A
**Structure (SMILES)**: CCN(CC)S(=O)(=O)c1ccc2c(c1)nc(CCC(=O)Nc1cccc(C(F)(F)F)c1)n2CC
**Energy relative to the best compared isomer or geometry (same formula, charge and spin)**: 0.0 kcal per mole

---

2.
The following is a DFT calculation (wB97M-V/def2-TZVPD) of a 2-piece molecular cluster, C23H27F4OSi overall.

Each atom is followed by the atoms it is bonded to, with distances in Å.
Atoms and positions in Å:
1 F -2.20 5.83 1.86  C2 1.378
2 C -2.07 4.45 1.82  F1 1.378, C3 1.401, C17 1.390
3 C -3.10 3.68 2.37  C2 1.401, C4 1.396, H18 1.093
4 C -2.88 2.30 2.34  C3 1.396, F5 1.378, C6 1.381
5 F -3.91 1.48 2.76  C4 1.378
6 C -1.70 1.72 1.93  C4 1.381, C7 1.420, H19 1.080
7 C -0.66 2.52 1.37  C6 1.420, C8 1.429, C17 1.428
8 C 0.56 1.88 0.99  C7 1.429, C9 1.426, H20 1.091
9 C 1.83 2.41 1.38  C8 1.426, C10 1.431, C16 1.427
10 C 2.97 1.55 1.40  C9 1.431, C11 1.385, H21 1.089
11 C 4.17 2.01 1.94  C10 1.385, F12 1.371, C13 1.397
12 F 5.22 1.14 2.00  C11 1.371
13 C 4.37 3.30 2.44  C11 1.397, C14 1.387, H22 1.085
14 C 3.27 4.14 2.33  C13 1.387, F15 1.378, C16 1.384
15 F 3.40 5.44 2.76  C14 1.378
16 C 2.04 3.74 1.84  C9 1.427, C14 1.384, H23 1.082
17 C -0.92 3.92 1.26  C2 1.390, C7 1.428, H24 1.082
18 H -4.00 4.12 2.82  C3 1.093
19 H -1.52 0.67 2.09  C6 1.080
20 H 0.55 0.85 0.63  C8 1.091
21 H 2.84 0.52 1.07  C10 1.089
22 H 5.28 3.61 2.93  C13 1.085
23 H 1.23 4.46 1.90  C16 1.082
24 H -0.21 4.58 0.78  C17 1.082
25 C -2.86 -4.14 0.62  Si26 1.851, H37 1.099, H38 1.095, H39 1.096
26 Si -1.27 -3.20 0.69  C25 1.851, C27 1.863, C28 1.844, O29 1.694
27 C -1.48 -1.70 1.77  Si26 1.863, H40 1.102, H41 1.102, H42 1.108
28 C 0.12 -4.38 0.97  Si26 1.844, H43 1.093, H44 1.097, H45 1.091
29 O -1.18 -2.45 -0.83  Si26 1.694, C30 1.358
30 C -0.22 -1.79 -1.53  O29 1.358, C31 1.368, C36 1.510
31 C -0.16 -0.42 -1.55  C30 1.368, C32 1.492, H46 1.092
32 C 0.46 0.22 -2.75  C31 1.492, C33 1.561, H47 1.104, H48 1.103
33 C -0.18 -0.28 -4.08  C32 1.561, C34 1.523, H49 1.095, H50 1.094
34 C 0.43 -1.54 -4.68  C33 1.523, C35 1.541, H51 1.098, H52 1.099
35 C 0.24 -2.82 -3.85  C34 1.541, C36 1.531, H53 1.103, H54 1.107
36 C 0.67 -2.66 -2.39  C30 1.510, C35 1.531, H55 1.101, H56 1.098
37 H -3.15 -4.53 1.60  C25 1.099
38 H -3.67 -3.50 0.24  C25 1.095
39 H -2.75 -4.98 -0.08  C25 1.096
40 H -1.46 -1.85 2.86  C27 1.102
41 H -0.66 -1.00 1.52  C27 1.102
42 H -2.45 -1.23 1.52  C27 1.108
43 H 0.27 -4.61 2.02  C28 1.093
44 H -0.13 -5.32 0.46  C28 1.097
45 H 1.07 -4.02 0.56  C28 1.091
46 H -0.64 0.20 -0.80  C31 1.092
47 H 0.36 1.31 -2.70  C32 1.104
48 H 1.54 0.00 -2.78  C32 1.103
49 H -1.25 -0.45 -3.89  C33 1.095
50 H -0.18 0.52 -4.83  C33 1.094
51 H -0.03 -1.69 -5.67  C34 1.098
52 H 1.51 -1.38 -4.84  C34 1.099
53 H -0.80 -3.18 -3.92  C35 1.103
54 H 0.87 -3.61 -4.31  C35 1.107
55 H 1.65 -2.16 -2.39  C36 1.101
56 H 0.76 -3.65 -1.93  C36 1.098

## Properties
**Strongest force on any atom**: 1.923 eV/A
**Net charge**: +1

---

Values for gap between HOMO and LUMO, eV, ordered as above
8.88; 3.92